No. 1
Computed, not measured: a molecular structure, C18H23BrMnN2O4S5, with the ωB97M-V functional and the def2-TZVPD basis.

Each line ends with the Mulliken spin population.
Element x y z (Å)
Mn: 0.714 -1.354 -0.049  4.702
C: 1.248 -3.732 -1.973  0.024
O: 1.771 -3.206 -0.744  0.026
C: 1.941 -4.184 0.282  0.009
C: 2.705 -3.511 1.386  -0.002
O: 1.990 -2.383 1.862  0.006
C: 1.266 -2.612 3.070  0.010
H: 1.890 -4.538 -2.329  0.003
H: 1.239 -2.919 -2.693  -0.004
H: 0.233 -4.101 -1.824  0.000
H: 2.514 -5.026 -0.106  0.003
H: 0.964 -4.537 0.622  -0.004
H: 3.648 -3.142 0.980  -0.004
H: 2.920 -4.216 2.190  -0.001
H: 1.967 -2.837 3.879  0.003
H: 0.546 -3.420 2.957  -0.002
H: 0.730 -1.697 3.300  -0.001
C: 3.771 3.000 0.173  0.001
N: 2.409 2.698 0.615  0.004
C: 1.454 3.802 0.759  0.002
C: 2.020 1.457 0.766  0.019
N: 1.656 0.364 0.868  0.039
H: 4.235 3.696 0.870  0.000
H: 3.751 3.446 -0.820  0.000
H: 4.357 2.087 0.139  -0.001
H: 1.841 4.524 1.478  0.000
H: 0.502 3.419 1.110  -0.001
H: 1.302 4.292 -0.201  0.000
Br: -3.266 5.157 0.315  0.000
C: -2.285 3.763 -0.510  0.001
C: -2.090 2.578 0.176  0.022
C: -1.353 1.568 -0.434  0.096
C: -0.819 1.728 -1.708  0.011
C: -1.055 2.922 -2.380  -0.002
C: -1.781 3.947 -1.787  0.000
C: -0.004 0.661 -2.427  0.011
O: 0.251 0.843 -3.605  0.014
O: 0.414 -0.358 -1.740  0.036
H: -2.509 2.444 1.166  0.001
H: -1.225 0.643 0.090  -0.104
H: -0.656 3.031 -3.380  0.000
H: -1.960 4.876 -2.312  0.000
C: -3.008 -0.905 -2.206  0.005
S: -4.146 -1.760 -1.089  0.001
C: -3.587 -1.164 0.468  0.014
C: -2.449 -1.493 1.105  0.013
S: -1.218 -2.641 0.635  0.037
S: -2.207 -0.670 2.632  0.007
C: -3.639 0.299 2.655  -0.001
S: -3.995 1.377 3.837  -0.001
S: -4.605 0.024 1.257  0.003
H: -3.290 -1.202 -3.217  0.000
H: -1.987 -1.214 -2.009  0.003
H: -3.113 0.172 -2.101  0.000

## Properties
Net charge: 0
Spin multiplicity: 6
Gap between HOMO and LUMO (alpha / beta) (eV): 7.6 / 7.7

=====

No. 2
Computed, not measured: 2 unconnected molecules or ions with the total composition C5H9O, with the ωB97M-V functional and the def2-TZVPD basis.

Each line ends with the Mulliken charge.
Element x y z (Å)
C: -1.763 1.159 0.094  -0.761
C: 2.550 0.451 0.371  -0.168
C: -1.074 -0.116 0.373  0.701
C: 2.168 0.347 -0.909  -0.232
C: -1.734 -1.485 0.032  -0.913
O: 0.087 0.088 0.637  -0.463
H: -1.258 1.990 -0.144  0.401
H: -2.628 1.315 0.721  0.311
H: 2.612 -0.225 1.163  0.303
H: 2.890 1.382 0.571  0.305
H: 1.365 -0.132 -1.362  0.309
H: 2.490 1.111 -1.540  0.268
H: -2.786 -1.615 -0.318  0.337
H: -1.166 -2.088 -0.654  0.300
H: -1.754 -2.181 0.964  0.300

## Properties
Net charge: +1
Energy relative to the best compared isomer or geometry (same formula, charge and spin) (kJ/mol): 504.4
Spin multiplicity: 1
Gap between HOMO and LUMO (alpha / beta) (eV): 9.4 / 4.4

=====

No. 3
Computed, not measured: a molecular structure, C9H14FeN2P, with the ωB97M-V functional and the def2-TZVPD basis.

Each line ends with the Mulliken spin population.
Element x y z (Å)
C: 0.026 -2.526 -1.430  0.411
C: 1.277 -3.001 -0.833  0.264
C: 1.354 -2.814 0.544  0.152
C: 0.050 -2.306 1.068  0.203
C: -0.898 -2.351 -0.126  0.123
Fe: 0.666 -1.200 -0.172  3.611
P: -1.196 0.009 -1.708  0.239
H: 0.149 -2.340 -2.541  -0.071
H: 1.883 -3.751 -1.409  -0.025
H: 2.003 -3.392 1.149  -0.048
H: -1.937 -2.158 0.279  -0.002
H: 0.040 -2.101 2.105  -0.010
H: -2.323 0.767 -1.223  0.067
H: -1.915 -0.790 -2.626  -0.001
H: -0.670 0.976 -2.611  0.021
C: -1.506 1.610 1.505  0.044
C: -0.206 1.885 0.878  0.017
N: 0.729 1.048 0.385  0.007
C: 1.809 1.849 -0.027  -0.012
C: 1.504 3.225 0.219  -0.004
N: 0.233 3.187 0.823  0.016
H: -1.369 1.246 2.550  0.003
H: -2.136 2.518 1.553  -0.012
H: -2.026 0.790 0.975  -0.012
H: 2.732 1.439 -0.381  0.035
H: 2.062 4.149 -0.029  -0.006
H: -0.335 4.032 1.086  -0.008

## Properties
Net charge: 0
Energy relative to the best compared isomer or geometry (same formula, charge and spin) (kJ/mol): 211.0
Spin multiplicity: 6
Gap between HOMO and LUMO (alpha / beta) (eV): 3.5 / 8.3

=====

No. 4
Computed, not measured: 4 unconnected molecules or ions with the total composition C22H38F8N4O8PS2, with the ωB97M-V functional and the def2-TZVPD basis.

Each line ends with the Mulliken charge.
Element x y z (Å)
C: -0.585 -1.006 1.189  -0.913
C: -0.361 0.133 0.185  0.705
C: -0.846 -0.101 -1.257  -0.507
N: 0.220 1.206 0.601  -1.805
N: 0.168 2.253 -0.337  0.995
C: 1.346 2.446 -1.068  -0.110
S: 2.871 1.542 -0.936  1.532
O: 2.881 0.333 -1.678  -0.582
O: 3.993 2.359 -1.299  -0.555
F: 3.062 1.153 0.591  -0.214
C: 0.999 3.510 -1.910  0.222
N: 1.951 3.960 -2.834  -0.522
C: 2.740 4.809 -2.351  0.632
O: 3.273 5.803 -2.118  -0.297
N: -0.300 3.902 -1.686  0.279
P: -1.086 5.194 -2.592  0.648
O: -1.768 4.623 -3.977  -0.474
O: -2.260 5.884 -1.730  -0.364
S: 0.145 6.568 -3.122  -0.351
C: -0.788 3.084 -0.652  0.341
C: -2.184 3.146 0.006  0.898
F: -2.383 4.357 0.568  -0.265
F: -2.217 2.276 1.040  -0.212
C: -3.377 2.726 -0.947  0.627
F: -3.578 1.398 -0.713  -0.256
F: -3.080 2.833 -2.259  -0.243
C: -4.746 3.406 -0.572  0.499
F: -4.953 3.357 0.741  -0.220
F: -4.750 4.653 -1.052  -0.193
F: -5.768 2.752 -1.131  -0.243
H: -1.484 -1.549 0.837  0.202
H: -0.695 -0.634 2.217  0.395
H: 0.265 -1.703 1.051  0.310
H: -1.523 0.675 -1.644  0.112
H: -1.427 -1.045 -1.254  -0.192
H: 0.016 -0.302 -1.929  0.358
H: -1.623 3.659 -4.010  0.380
H: -3.000 6.154 -2.306  0.363
C: -3.847 -4.794 -2.646  -1.354
C: -2.773 -3.838 -2.160  -0.296
O: -2.254 -4.164 -0.880  -0.158
C: -1.636 -5.438 -0.756  -0.300
C: -0.446 -5.632 -1.679  -1.260
H: -4.674 -4.832 -1.935  0.298
H: -4.232 -4.471 -3.615  0.410
H: -3.467 -5.809 -2.761  0.333
H: -3.205 -2.838 -2.069  0.249
H: -1.959 -3.759 -2.890  0.428
H: -2.376 -6.232 -0.898  0.421
H: -1.299 -5.514 0.279  0.272
H: -0.730 -5.573 -2.731  0.298
H: 0.008 -6.609 -1.510  0.417
H: 0.306 -4.861 -1.499  0.290
C: -4.992 -4.746 2.710  -1.311
C: -3.754 -4.072 2.143  0.351
O: -3.355 -2.912 2.855  -0.421
C: -3.025 -3.089 4.224  -0.339
C: -1.878 -4.058 4.455  -1.004
H: -5.830 -4.047 2.733  0.328
H: -5.268 -5.607 2.099  0.422
H: -4.834 -5.100 3.730  0.301
H: -3.965 -3.746 1.125  0.084
H: -2.920 -4.778 2.075  0.000
H: -3.911 -3.389 4.791  0.337
H: -2.738 -2.104 4.599  0.355
H: -2.114 -5.063 4.103  0.259
H: -1.645 -4.122 5.518  0.408
H: -0.984 -3.727 3.920  0.212
C: 6.925 1.190 0.267  -0.861
C: 6.757 1.964 1.564  -0.269
O: 7.980 2.366 2.150  -0.436
C: 8.804 3.215 1.369  -0.335
C: 8.142 4.530 0.992  -0.903
H: 7.541 0.304 0.430  0.338
H: 5.958 0.882 -0.121  0.219
H: 7.411 1.787 -0.506  0.227
H: 6.262 1.325 2.296  0.327
H: 6.103 2.832 1.418  0.225
H: 9.156 2.685 0.477  0.285
H: 9.688 3.423 1.972  0.341
H: 7.252 4.380 0.379  0.161
H: 8.837 5.155 0.428  0.386
H: 7.835 5.072 1.889  0.286

## Properties
Net charge: +1
Spin multiplicity: 1
Gap between HOMO and LUMO (eV): 6.7

=====

No. 5
Computed, not measured: 2 unconnected molecules or ions with the total composition C16H23F4N2O2P, with the ωB97M-V functional and the def2-TZVPD basis.

Each line ends with the Mulliken charge.
Element x y z (Å)
F: -2.395 2.541 8.307  -0.332
C: -1.246 1.864 8.423  0.268
C: -1.231 0.501 8.434  0.064
F: -2.367 -0.253 8.376  -0.363
C: 0.000 -0.194 8.565  0.626
O: -0.001 -1.535 8.762  -0.551
C: 1.223 0.508 8.413  0.090
F: 2.366 -0.250 8.334  -0.359
C: 1.237 1.862 8.402  0.262
F: 2.389 2.548 8.274  -0.332
C: -0.005 2.626 8.420  0.331
O: -0.005 3.860 8.251  -0.760
C: 3.495 -4.832 4.949  -1.689
C: 2.495 -3.727 4.638  1.489
C: 2.557 -2.711 5.783  -1.746
C: 2.822 -2.966 3.351  -1.999
N: 1.179 -4.342 4.550  0.431
C: 0.717 -5.056 5.740  -0.415
C: -0.796 -5.056 5.726  -0.451
N: -1.231 -4.313 4.541  0.445
C: -2.533 -3.667 4.626  1.477
C: -3.560 -4.751 4.919  -1.682
C: -2.832 -2.885 3.345  -2.003
C: -2.576 -2.663 5.782  -1.744
P: -0.019 -4.058 3.460  -0.047
H: 0.044 -1.552 7.793  0.057
H: 3.380 -5.666 4.249  0.409
H: 4.507 -4.420 4.870  0.445
H: 3.339 -5.213 5.965  0.385
H: 1.930 -1.839 5.562  0.350
H: 2.244 -3.136 6.741  0.477
H: 3.596 -2.381 5.880  0.487
H: 2.200 -2.060 3.241  0.476
H: 3.857 -2.623 3.437  0.434
H: 2.747 -3.578 2.437  0.459
H: 1.130 -6.070 5.814  0.242
H: 1.034 -4.521 6.649  0.296
H: -1.209 -6.072 5.765  0.248
H: -1.133 -4.542 6.639  0.307
H: -3.418 -5.150 5.929  0.384
H: -4.562 -4.313 4.841  0.443
H: -3.463 -5.577 4.209  0.411
H: -2.187 -1.994 3.249  0.473
H: -2.766 -3.488 2.425  0.456
H: -3.858 -2.515 3.431  0.436
H: -1.936 -1.798 5.570  0.345
H: -3.609 -2.316 5.884  0.491
H: -2.267 -3.100 6.736  0.478

## Properties
Net charge: 0
Energy relative to the best compared isomer or geometry (same formula, charge and spin) (kJ/mol): 111.9
Spin multiplicity: 1
Gap between HOMO and LUMO (eV): 2.2

=====

No. 6
Computed, not measured: a single C5H8N2 molecule, with the ωB97M-V functional and the def2-TZVPD basis.

Each line ends with the Mulliken charge.
Element x y z (Å)
C: 2.331 0.345 -1.061  -0.770
N: 1.061 -0.080 -0.510  0.637
C: 0.036 0.723 -0.128  -0.391
C: -0.972 -0.095 0.341  0.436
C: -2.228 0.207 1.105  -1.181
C: -0.455 -1.391 0.137  -0.388
N: 0.774 -1.380 -0.363  -0.894
H: 2.322 0.291 -2.153  0.280
H: 3.131 -0.291 -0.676  0.284
H: 2.520 1.376 -0.752  0.291
H: 0.113 1.795 -0.265  0.362
H: -3.145 -0.080 0.577  0.280
H: -2.301 1.263 1.373  0.325
H: -2.211 -0.363 2.042  0.284
H: -0.977 -2.320 0.331  0.445

## Properties
Net charge: 0
SMILES: Cc1cnn(C)c1
Energy relative to the best compared isomer or geometry (same formula, charge and spin) (kJ/mol): 61.1
Spin multiplicity: 1
Gap between HOMO and LUMO (eV): 9.8